{
  "formula": "C44H66O33",
  "method": "ωB97M-V/def2-TZVPD",
  "homo_ev": -10.638,
  "total_charge": 0,
  "de_lowest_kj_mol": 14.0,
  "total_energy_ev": -114270.461,
  "smiles": "C[C@H]1COC(=O)O1.C[C@H]1COC(=O)O1.C[C@H]1COC(=O)O1.C[C@H]1COC(=O)O1.C[C@H]1COC(=O)O1.C[C@H]1COC(=O)O1.C[C@H]1COC(=O)O1.C[C@H]1COC(=O)O1.C[C@H]1COC(=O)O1.C[C@H]1COC(=O)O1.C[C@H]1COC(=O)O1",
  "orbital_gap_ev": 10.3,
  "symbols": ["C", "C", "C", "O", "C", "O", "O", "H", "H", "H", "H", "H", "H", "C", "C", "C", "O", "C", "O", "O", "H", "H", "H", "H", "H", "H", "C", "C", "C", "O", "C", "O", "O", "H", "H", "H", "H", "H", "H", "C", "C", "C", "O", "C", "O", "O", "H", "H", "H", "H", "H", "H", "C", "C", "C", "O", "C", "O", "O", "H", "H", "H", "H", "H", "H", "C", "C", "C", "O", "C", "O", "O", "H", "H", "H", "H", "H", "H", "C", "C", "C", "O", "C", "O", "O", "H", "H", "H", "H", "H", "H", "C", "C", "C", "O", "C", "O", "O", "H", "H", "H", "H", "H", "H", "C", "C", "C", "O", "C", "O", "O", "H", "H", "H", "H", "H", "H", "C", "C", "C", "O", "C", "O", "O", "H", "H", "H", "H", "H", "H", "C", "C", "C", "O", "C", "O", "O", "H", "H", "H", "H", "H", "H"],
  "xyz": [[-8.06608, -3.60585, 21.92935], [-6.71629, -4.24095, 22.12553], [-6.29231, -5.19599, 20.97762], [-4.97129, -4.77556, 20.67329], [-4.68054, -3.62380, 21.31055], [-3.70176, -2.96900, 21.12103], [-5.65259, -3.29452, 22.17732], [-8.29978, -2.85660, 22.67705], [-8.82202, -4.39317, 21.90060], [-8.08071, -3.18045, 20.91868], [-6.70351, -4.84936, 23.03527], [-6.98037, -5.12165, 20.13419], [-6.26234, -6.23029, 21.31430], [-0.52332, -2.92297, 17.60188], [-1.49286, -3.73754, 18.43964], [-2.95778, -3.71126, 17.98379], [-3.35653, -5.07934, 18.11959], [-2.29505, -5.84991, 18.45150], [-2.37837, -7.01076, 18.67918], [-1.15442, -5.13362, 18.36482], [0.49028, -3.12386, 17.94106], [-0.72524, -1.86233, 17.76610], [-0.64826, -3.12792, 16.53856], [-1.40453, -3.38458, 19.47002], [-3.04582, -3.43503, 16.93166], [-3.53555, -3.08300, 18.65730], [-9.60183, -10.51060, 23.25073], [-9.08141, -10.31931, 21.85388], [-7.57900, -9.94659, 21.81206], [-7.02769, -10.84433, 20.86492], [-7.87071, -11.89593, 20.70544], [-7.54759, -12.92170, 20.19924], [-9.09152, -11.59219, 21.16073], [-10.69026, -10.56106, 23.28342], [-9.28770, -9.67154, 23.87735], [-9.22189, -11.42636, 23.70287], [-9.64916, -9.60897, 21.26037], [-7.14969, -10.06590, 22.80984], [-7.40069, -8.91713, 21.50486], [-8.78246, -12.24958, 17.02627], [-8.20165, -12.66230, 15.69678], [-7.08758, -11.73236, 15.16739], [-5.91216, -12.52544, 15.19559], [-6.23079, -13.81094, 15.49677], [-5.44913, -14.70064, 15.50183], [-7.52845, -13.91714, 15.84249], [-7.97933, -11.91592, 17.69026], [-9.34845, -13.05961, 17.47586], [-9.37718, -11.33556, 16.93684], [-8.98102, -12.73997, 14.93719], [-6.95418, -10.85189, 15.79642], [-7.31478, -11.38142, 14.15849], [-7.49374, -7.49849, 14.98026], [-8.79777, -7.85697, 14.33048], [-9.91572, -8.11248, 15.35704], [-11.03661, -7.38747, 14.86121], [-10.62604, -6.53552, 13.89173], [-11.31264, -5.72460, 13.37143], [-9.31833, -6.72338, 13.61019], [-6.70880, -7.31629, 14.24569], [-7.15324, -8.28264, 15.66154], [-7.61455, -6.60847, 15.60381], [-8.73416, -8.68405, 13.62289], [-9.64082, -7.70702, 16.33703], [-10.17928, -9.15745, 15.50799], [-4.51858, -14.42758, 19.34393], [-4.42770, -13.09818, 18.65425], [-4.17697, -11.91165, 19.59022], [-3.04648, -11.23446, 19.04070], [-2.54924, -11.93907, 17.99324], [-1.60623, -11.59453, 17.35992], [-3.27110, -13.04568, 17.77810], [-4.48246, -15.23674, 18.61652], [-5.48371, -14.46409, 19.85395], [-3.73540, -14.56134, 20.08991], [-5.27514, -12.93540, 17.98852], [-3.95555, -12.21988, 20.61688], [-5.00104, -11.21340, 19.72183], [-1.11261, -4.82715, 22.38820], [-1.47084, -6.23887, 22.78871], [-2.23694, -6.39750, 24.10881], [-3.43994, -7.08581, 23.72990], [-3.47397, -7.27338, 22.39220], [-4.37020, -7.82985, 21.83384], [-2.42416, -6.68743, 21.81107], [-0.51005, -4.32662, 23.14354], [-2.04555, -4.32638, 22.13040], [-0.55697, -4.83057, 21.44743], [-0.57593, -6.86189, 22.77804], [-2.49074, -5.45989, 24.59880], [-1.72518, -7.07112, 24.79321], [-2.45641, -6.00429, 15.00138], [-3.18480, -5.53333, 13.77939], [-2.28480, -5.17721, 12.57548], [-2.70320, -6.03662, 11.52363], [-3.73938, -6.80914, 11.93279], [-4.38106, -7.51623, 11.23002], [-3.91733, -6.67620, 13.26316], [-2.06008, -5.14961, 15.55852], [-1.61381, -6.64772, 14.74779], [-3.09394, -6.56002, 15.68705], [-3.92579, -4.75940, 13.97764], [-1.23445, -5.36732, 12.79359], [-2.41726, -4.13984, 12.27247], [-4.41541, -8.89542, 16.62634], [-5.07544, -8.89516, 17.97444], [-5.53249, -7.51471, 18.47253], [-6.89406, -7.70497, 18.85834], [-7.33514, -8.90918, 18.46054], [-8.45749, -9.29216, 18.61578], [-6.35437, -9.60509, 17.87806], [-3.38526, -8.54277, 16.74562], [-4.90924, -8.21185, 15.93674], [-4.29413, -9.89193, 16.20035], [-4.46430, -9.39066, 18.72356], [-5.45396, -6.70129, 17.75269], [-4.95192, -7.27212, 19.36231], [-6.51357, -3.64790, 17.79196], [-6.23016, -2.16980, 17.76998], [-7.38584, -1.30596, 17.23459], [-7.63322, -0.35338, 18.25607], [-6.88945, -0.62594, 19.34938], [-6.93934, -0.04018, 20.37644], [-6.07016, -1.68275, 19.11122], [-6.32941, -4.11797, 16.82255], [-7.53776, -3.86316, 18.10055], [-5.84077, -4.16348, 18.47903], [-5.30971, -1.92132, 17.23992], [-8.29893, -1.86609, 17.01851], [-7.14472, -0.80910, 16.29349], [-10.21822, -6.63355, 19.83074], [-11.62168, -7.16214, 19.95338], [-11.71840, -8.67016, 19.61761], [-12.29489, -9.25164, 20.78076], [-12.37176, -8.33743, 21.77098], [-12.66101, -8.58142, 22.89502], [-12.08107, -7.09782, 21.30278], [-10.19227, -5.57595, 20.10838], [-9.90062, -6.71360, 18.79074], [-9.52192, -7.14948, 20.49250], [-12.30803, -6.60064, 19.31793], [-10.70682, -9.06354, 19.48508], [-12.27342, -8.91295, 18.71539]]
}